Entry 1:
104
Properties=species:S:1:pos:R:3 method="wB97M-V/def2-TZVPD" spin_multiplicity=1 homo_lumo_gap_ev=8.086 energy_ha=-2252.4286 homo_energy_ev=-8.2505 relative_energy_ev=9.997 e_lumo_ev=-0.16
C 0.360 -2.469 2.992
C 1.785 -2.002 3.027
O 1.855 -0.682 2.520
H -0.111 -2.354 2.022
H -0.235 -1.903 3.630
H 0.273 -3.428 3.449
H 2.458 -2.645 2.402
H 2.058 -1.958 4.040
H 2.805 -0.383 2.569
C -4.777 -1.668 1.159
C -3.865 -2.536 1.974
O -2.629 -2.171 1.554
H -5.727 -1.803 1.358
H -4.662 -1.875 0.117
H -4.679 -0.611 1.194
H -4.042 -3.628 1.700
H -4.005 -2.503 3.078
H -2.517 -1.235 1.926
C 0.214 0.301 -0.208
O -0.095 0.902 -1.423
N -0.335 -0.776 0.227
N 1.025 0.805 0.698
H -0.892 -1.317 -0.455
H -0.167 -1.140 1.187
H 1.742 1.473 0.261
H 1.317 0.242 1.562
C 2.756 -1.403 -3.536
O 2.878 -0.676 -4.717
N 1.719 -1.580 -2.808
N 3.742 -2.147 -3.089
H 1.035 -0.902 -3.144
H 1.890 -1.721 -1.776
H 4.564 -2.314 -3.735
H 3.854 -2.342 -2.075
C 3.479 -1.807 -0.031
O 4.107 -0.714 0.478
N 2.164 -1.911 -0.166
N 4.164 -2.809 -0.472
H 1.588 -1.092 0.119
H 1.738 -2.854 -0.372
H 5.209 -2.697 -0.399
H 3.763 -3.799 -0.710
C -1.669 1.688 2.536
O -2.102 0.424 2.185
N -0.535 2.270 2.146
N -2.428 2.552 3.145
H 0.039 1.661 1.460
H -0.005 3.082 2.573
H -3.312 2.106 3.441
H -2.184 3.480 3.652
C 0.809 4.154 -0.960
O 0.128 5.325 -1.205
H 0.880 3.539 -1.836
H 0.326 3.564 -0.226
H 1.816 4.274 -0.615
H -0.404 5.234 -1.990
C -0.067 1.141 -4.778
O -0.109 0.106 -3.812
H -0.976 1.724 -4.885
H 0.034 0.695 -5.790
H 0.795 1.781 -4.543
H -0.106 0.519 -2.966
C 0.095 0.855 5.060
O 0.739 1.017 6.260
H -0.818 1.424 5.167
H -0.127 -0.198 4.878
H 0.725 1.192 4.278
H 0.200 0.564 6.954
C -2.394 -2.249 -1.961
O -0.985 -2.258 -1.922
H -2.790 -1.587 -2.707
H -2.746 -2.029 -0.989
H -2.783 -3.234 -2.159
H -0.854 -3.187 -2.122
C -3.479 0.975 -0.834
O -4.773 1.004 -1.119
H -3.075 0.008 -0.510
H -3.285 1.741 0.003
H -2.859 1.284 -1.713
H -4.746 1.326 -2.009
C 3.748 2.598 2.172
O 3.781 3.579 1.259
H 4.042 1.651 1.743
H 2.809 2.375 2.411
H 4.304 2.914 3.039
H 3.674 3.175 0.339
C -2.107 3.612 -2.682
O -1.026 4.020 -3.402
H -1.841 3.003 -1.824
H -2.702 3.089 -3.449
H -2.519 4.662 -2.427
H -1.309 4.746 -3.971
C 3.027 1.707 -2.236
O 3.251 1.506 -0.834
H 1.993 1.722 -2.438
H 3.500 0.955 -2.833
H 3.341 2.736 -2.544
H 3.898 0.806 -0.712
C -2.142 -5.136 -0.116
O -1.400 -4.134 0.500
H -3.218 -4.917 -0.188
H -2.052 -6.140 0.278
H -1.812 -4.927 -1.188
H -2.023 -3.435 0.891

Entry 2:
10
Properties=species:S:1:pos:R:3 method="wB97M-V/def2-TZVPD" spin_multiplicity=2 homo_lumo_gap_ev="3.928 / 4.801" energy_ha=-294.0945 homo_energy_ev="-4.3620 / -5.2178" relative_energy_ev=0.166 e_lumo_ev="-0.43 / -0.42"
O 1.096 -0.518 -0.432
C 0.542 0.746 -0.122
C 0.064 0.733 1.313
O -2.631 -0.880 -0.810
C -1.945 -1.560 -1.435
Li 0.457 -1.761 -1.484
Cs 2.087 -1.029 2.718
H -0.346 1.029 -0.742
H 1.160 1.573 -0.546
H -0.484 1.667 1.540

Entry 3:
13
Properties=species:S:1:pos:R:3 method="wB97M-V/def2-TZVPD" spin_multiplicity=1 homo_lumo_gap_ev=10.544 energy_ha=-286.6258 homo_energy_ev=-9.6145 smiles="O=C1CCCN1" relative_energy_ev=0.160 e_lumo_ev=0.93
O 2.106 0.655 -1.339
C 1.204 0.396 -0.566
C 0.813 -0.970 0.028
C -0.716 -0.823 0.211
C -0.947 0.723 0.431
N 0.300 1.294 -0.022
H 1.112 -1.754 -0.671
H 1.336 -1.136 0.984
H -1.184 -1.102 -0.735
H -1.144 -1.440 1.009
H -1.766 1.060 -0.218
H -1.201 0.987 1.473
H 0.406 2.256 -0.304